Entry 1:
The following is a quantum chemistry calculation of a molecular structure, C42H101AgN9O13, from OMol25.

Last column: Mulliken spin population.
Cartesian coordinates (Å):
Ag 0.4026 4.9276 -2.3512  -0.01
C 1.4534 1.6090 0.5587  0.22
C 0.9293 0.2320 0.7143  0.19
C -0.1774 -0.3289 -0.3612  -0.02
O -0.7505 -1.3930 -0.2017  -0.01
C -0.5190 0.6070 -1.4791  0.14
C 0.0448 1.8499 -1.5063  -0.18
C 1.0288 2.3354 -0.4848  0.06
O 1.5409 3.5480 -0.4591  0.35
O -0.3727 2.5882 -2.4944  0.01
O 1.4019 -0.6364 1.4350  0.16
H 2.0657 1.9612 1.3756  0.04
H -1.1983 0.2853 -2.2546  0.01
C -6.4366 4.9257 -2.4571  0.00
C -5.6090 3.6599 -2.3455  0.00
C -5.6352 2.6826 -3.5715  0.00
O -5.2211 1.3385 -3.2080  0.00
C -3.9213 1.2087 -2.6341  0.00
N -4.3006 4.2946 -2.2136  0.00
H -7.4981 4.7326 -2.3020  0.00
H -6.2256 5.4264 -3.4020  0.00
H -6.1822 5.5626 -1.6099  0.00
H -5.7720 3.1673 -1.3869  0.00
H -5.0046 3.0293 -4.3902  0.00
H -6.6580 2.5608 -3.9279  0.00
H -3.0884 1.4815 -3.2821  0.00
H -3.8690 0.1766 -2.2873  0.00
H -3.8577 1.8367 -1.7454  0.00
H -3.7266 3.4654 -2.1580  0.00
H -4.1339 4.5776 -3.1687  0.00
C -1.1542 -3.7830 2.2507  0.00
C -1.7168 -2.6290 3.1055  0.00
C -1.2935 -2.6873 4.6025  0.00
O -1.5753 -3.9816 5.2126  0.00
C -2.9308 -4.3975 5.2763  0.00
N -1.1675 -1.3855 2.5836  0.00
H -1.4727 -4.7517 2.6360  0.00
H -0.0696 -3.8545 2.3321  0.00
H -1.3977 -3.8350 1.1896  0.00
H -2.7993 -2.5737 2.9904  0.00
H -1.8286 -1.8854 5.1112  0.00
H -0.2272 -2.4847 4.7029  0.00
H -3.0733 -5.3338 5.8159  0.00
H -3.3998 -4.6534 4.3262  0.00
H -3.5028 -3.5513 5.6568  0.00
H -0.1730 -1.5512 2.5233  0.00
H -1.1860 -1.4120 1.5742  -0.01
C 4.8103 2.7238 6.8061  0.00
C 3.5567 3.4547 6.3805  0.00
C 3.5538 3.7503 4.8894  0.00
O 2.3387 4.4195 4.4997  0.00
C 2.1839 4.5573 3.1095  0.00
N 2.4651 2.5740 6.8631  0.00
H 5.6894 3.3655 6.7467  0.00
H 5.1110 1.8643 6.2069  0.00
H 4.7887 2.4233 7.8536  0.00
H 3.5068 4.4155 6.8929  0.00
H 3.6738 2.8242 4.3273  0.00
H 4.4572 4.3581 4.8388  0.00
H 1.9224 3.5803 2.7031  0.00
H 3.0257 4.9800 2.5610  0.00
H 1.3307 5.2033 2.9028  0.00
H 2.7253 1.7418 6.3534  0.00
H 1.6444 2.8712 6.3548  0.00
C -2.9537 -4.0228 -3.7569  0.00
C -2.6990 -3.2128 -2.4468  0.00
C -3.2221 -3.9893 -1.2468  0.00
O -4.6074 -4.2826 -1.4047  0.00
C -5.2065 -5.0778 -0.2944  0.00
N -1.2306 -3.0374 -2.4369  0.00
H -4.0171 -4.2522 -3.8249  0.00
H -2.4466 -4.9856 -3.8190  0.00
H -2.7689 -3.3774 -4.6156  0.00
H -3.1340 -2.2136 -2.4703  0.00
H -3.0723 -3.3916 -0.3476  0.00
H -2.6707 -4.9224 -1.1307  0.00
H -4.6317 -5.9592 -0.0099  0.00
H -6.2222 -5.3593 -0.5724  0.00
H -5.2961 -4.4357 0.5818  0.00
H -0.9849 -2.4856 -3.2464  0.00
H -1.0914 -2.4685 -1.6141  0.00
C 6.0862 1.6113 -1.6337  0.00
C 4.5846 1.4467 -1.2209  0.00
C 3.6816 0.7264 -2.2338  -0.01
O 3.4532 1.5558 -3.4089  0.00
C 2.5868 0.9562 -4.3307  0.00
N 4.6182 0.7263 0.0887  0.01
H 6.6122 0.6749 -1.8195  0.00
H 6.7250 2.2430 -1.0165  0.00
H 6.2908 2.1688 -2.5478  0.00
H 4.1786 2.4353 -1.0067  -0.01
H 2.6897 0.4321 -1.8908  0.01
H 4.1661 -0.1751 -2.6088  0.00
H 2.8212 -0.0567 -4.6580  0.00
H 2.5908 1.4854 -5.2836  0.00
H 1.6107 0.9326 -3.8462  0.00
H 4.6653 -0.2535 -0.1518  0.00
H 3.6257 0.7361 0.2754  0.03
C 3.2379 -1.1341 5.6340  0.00
C 3.8689 -0.3697 4.4329  0.00
C 4.5906 -1.2854 3.4337  0.00
O 5.7845 -1.9259 3.9580  0.00
C 6.3995 -2.8183 2.9826  0.00
N 2.8425 0.5119 3.8150  0.00
H 2.4345 -1.8144 5.3512  0.00
H 2.8242 -0.4107 6.3365  0.00
H 4.0989 -1.6129 6.1004  0.00
H 4.6063 0.3656 4.7549  0.00
H 4.8286 -0.5515 2.6638  0.00
H 3.9114 -1.9979 2.9656  0.00
H 6.6996 -2.3969 2.0232  0.00
H 5.9175 -3.7738 2.7755  0.00
H 7.2691 -3.1168 3.5681  0.00
H 2.1746 -0.0469 3.3034  0.00
H 3.2110 1.1418 3.1167  0.00
C 2.4443 -3.0279 -2.5282  0.00
C 2.8106 -3.4559 -1.1378  0.00
C 3.7324 -2.4795 -0.4267  0.01
O 5.0394 -2.4210 -0.9831  0.00
C 5.7181 -3.6677 -0.8152  0.00
N 1.6089 -3.6569 -0.4196  0.00
H 3.2968 -2.6044 -3.0594  0.00
H 1.6694 -2.2619 -2.4984  0.00
H 2.0176 -3.8756 -3.0643  0.00
H 3.3421 -4.4073 -1.1571  0.00
H 3.8053 -2.7067 0.6368  0.00
H 3.2714 -1.4927 -0.3854  -0.02
H 5.4143 -4.4262 -1.5366  0.00
H 5.6735 -3.9864 0.2262  0.00
H 6.7789 -3.5533 -1.0384  0.00
H 1.2303 -2.8133 -0.0134  0.00
H 0.8517 -3.8808 -1.0495  0.00
C -0.6630 -0.6619 -5.4814  0.00
C -1.4577 0.4059 -6.2862  0.00
C -3.0027 0.3330 -6.0505  0.00
O -3.5338 -0.8582 -6.5339  0.00
C -4.8485 -1.1576 -6.1205  0.00
N -0.9684 1.6842 -5.7963  0.00
H -1.0066 -1.6468 -5.7976  0.00
H -0.7690 -0.5761 -4.4000  0.00
H 0.4108 -0.5745 -5.6469  0.00
H -1.1356 0.3257 -7.3244  0.00
H -3.5695 1.1968 -6.3976  0.00
H -3.0749 0.2486 -4.9662  0.00
H -5.3346 -1.6180 -6.9807  0.00
H -5.4689 -0.2660 -6.0298  0.00
H -4.9785 -1.8526 -5.2910  0.00
H -1.6834 2.3792 -5.9572  0.00
H -0.8776 1.6650 -4.7906  0.00
C -3.9956 4.6301 1.4186  0.00
C -2.7772 3.8050 1.8255  0.00
C -2.6093 2.5216 1.1440  -0.01
O -3.5329 1.6168 1.7022  0.00
C -3.8219 0.4509 0.9321  0.00
N -1.5720 4.6617 1.6224  0.00
H -4.1940 5.4060 2.1580  0.00
H -4.8820 3.9962 1.4427  0.00
H -3.9127 4.9518 0.3805  0.00
H -2.8494 3.6238 2.8979  0.00
H -1.5831 2.2003 1.3220  0.02
H -2.7534 2.6085 0.0670  0.00
H -2.9161 -0.0106 0.5387  0.00
H -4.4638 0.7417 0.1006  0.00
H -4.4154 -0.2896 1.4683  0.00
H -0.7160 4.3017 2.0196  0.00
H -1.7049 5.4692 2.2143  0.00

Properties
Molecular weight, g mol⁻¹: 1048.2
E, eV: -89207.795
Spin multiplicity: 2
Energy above the lowest of the compared OMol25 structures with the same formula, charge and spin, kJ/mol: 163.2
<S²>: 0.779

=====

Entry 2:
The following is a quantum chemistry calculation of a molecular structure, C42H104MnO22, from OMol25.

Last column: Mulliken spin population.
Cartesian coordinates (Å):
Mn -30.9186 -18.6138 -9.8412  10.84
O -31.5126 -18.3500 -7.8070  -0.02
C -30.6785 -17.3109 -7.3038  -0.03
C -29.8997 -16.4103 -8.3649  0.15
O -29.5167 -16.9775 -9.6262  0.12
H -29.8511 -17.6920 -6.7052  -0.04
H -31.1930 -16.7437 -6.5281  0.01
H -29.0414 -15.9123 -7.9137  0.00
H -30.6018 -15.6158 -8.6175  -0.02
C -24.6368 -9.7309 -6.8324  0.00
O -25.7877 -10.1297 -7.5872  0.00
C -25.7373 -11.4493 -8.1952  0.00
C -26.0567 -12.6991 -7.1706  0.00
O -27.2277 -12.5298 -6.4029  0.00
C -28.5000 -12.7636 -7.0688  0.00
H -23.7349 -9.5491 -7.4170  0.00
H -24.3254 -10.4500 -6.0747  0.00
H -24.7404 -8.7313 -6.4103  0.00
H -24.7154 -11.5751 -8.5528  0.00
H -26.3492 -11.5137 -9.0949  0.00
H -25.2771 -12.6566 -6.4101  0.00
H -26.0708 -13.6407 -7.7195  0.00
H -29.3150 -12.7252 -6.3461  0.00
H -28.5488 -13.7680 -7.4894  0.00
H -28.6781 -11.9506 -7.7727  0.00
C -33.9238 -15.1373 -6.8762  0.03
O -35.2981 -14.8869 -7.1298  -0.01
C -35.6786 -13.5272 -7.3302  0.00
C -35.5811 -12.6049 -6.1010  0.00
O -36.4625 -12.9927 -4.9972  0.00
C -36.1454 -14.1638 -4.2154  0.00
H -33.6142 -14.5949 -5.9829  0.00
H -33.1869 -14.8232 -7.6154  0.01
H -33.7803 -16.2127 -6.7718  -0.01
H -36.7196 -13.4892 -7.6511  0.00
H -35.0412 -12.9916 -8.0338  0.00
H -35.9185 -11.6236 -6.4348  0.00
H -34.5224 -12.5375 -5.8505  0.00
H -35.1091 -14.2209 -3.8822  0.00
H -36.2995 -15.0917 -4.7663  0.00
H -36.8561 -14.3980 -3.4228  0.00
C -32.6372 -16.2367 -11.0119  -1.45
O -32.5095 -17.6085 -10.7173  -0.64
C -33.7193 -18.1958 -10.2422  0.25
C -33.5558 -19.6985 -10.4508  -0.11
O -32.1918 -20.1708 -10.2317  -1.26
C -32.0406 -21.5530 -10.5799  0.23
H -31.6922 -15.8309 -11.3730  -0.05
H -33.0729 -15.7496 -10.1396  -0.08
H -33.3043 -16.0048 -11.8422  0.12
H -34.5917 -17.8811 -10.8148  -0.20
H -33.7148 -18.0135 -9.1675  -0.24
H -33.8732 -19.9611 -11.4599  0.18
H -34.1995 -20.1097 -9.6732  0.16
H -32.2441 -21.7520 -11.6321  0.08
H -32.6516 -22.1596 -9.9116  -0.02
H -31.0072 -21.8185 -10.3572  0.35
C -32.2437 -19.8646 -2.3228  0.00
O -31.1119 -19.6429 -1.5258  0.00
C -29.9651 -20.5140 -1.7833  0.00
C -29.3376 -20.3157 -3.1498  0.00
O -28.6723 -19.0376 -3.2738  0.00
C -27.9037 -18.9518 -4.4891  -0.01
H -33.0445 -19.2076 -1.9836  0.00
H -32.5315 -20.9159 -2.3159  0.00
H -32.0141 -19.6996 -3.3755  0.00
H -30.2517 -21.5636 -1.7183  0.00
H -29.2226 -20.3300 -1.0068  0.00
H -29.9858 -20.4690 -4.0125  0.00
H -28.6117 -21.1186 -3.2782  0.00
H -27.8270 -17.9028 -4.7749  0.00
H -28.3560 -19.4899 -5.3222  0.01
H -26.9350 -19.4214 -4.3176  0.00
C -31.7762 -11.9598 -7.2366  0.00
O -32.2476 -11.9935 -8.5671  0.00
C -31.4574 -12.7428 -9.4647  0.01
C -31.8781 -12.7279 -10.9694  0.00
O -33.1718 -13.2796 -11.1835  -0.08
C -33.4741 -13.2944 -12.6232  0.23
H -32.6020 -11.5746 -6.6386  0.00
H -30.8807 -11.3895 -6.9896  0.00
H -31.6081 -12.9627 -6.8442  0.00
H -31.4033 -13.7542 -9.0618  0.00
H -30.4332 -12.3717 -9.4300  0.00
H -31.0568 -13.1771 -11.5278  0.01
H -31.8928 -11.6498 -11.1295  0.00
H -33.9317 -12.3902 -13.0246  0.00
H -34.1734 -14.1181 -12.7668  -0.03
H -32.6228 -13.5453 -13.2560  -0.01
C -31.3364 -16.6937 -3.7128  0.00
O -31.8278 -15.8454 -2.6431  0.00
C -32.7578 -16.4818 -1.7741  0.00
C -33.5199 -15.5187 -0.8688  0.00
O -34.6125 -14.9037 -1.5009  0.00
C -35.3276 -13.9173 -0.7425  0.00
H -30.6994 -17.4581 -3.2677  0.00
H -30.6798 -16.1776 -4.4131  0.00
H -32.1946 -17.1605 -4.1962  0.00
H -32.1973 -17.1590 -1.1296  0.00
H -33.5023 -17.0637 -2.3175  0.00
H -32.8376 -14.7498 -0.5064  0.00
H -33.7890 -16.1250 -0.0039  0.00
H -35.9958 -14.3497 0.0022  0.00
H -35.9096 -13.3524 -1.4708  0.00
H -34.6227 -13.2701 -0.2207  0.00
C -32.6766 -23.2356 -5.1440  -0.01
O -32.6313 -22.6440 -6.4889  -0.04
C -32.5786 -21.2387 -6.5453  -0.20
C -33.8685 -20.4992 -6.1385  0.04
O -34.0690 -20.6152 -4.7300  0.00
C -35.2530 -19.9565 -4.2777  0.00
H -33.6292 -23.3211 -4.6211  0.00
H -32.0522 -22.7299 -4.4074  0.01
H -32.2488 -24.2323 -5.2514  0.00
H -32.5483 -20.9210 -7.5875  0.07
H -31.7208 -20.7472 -6.0863  0.01
H -34.7304 -20.7732 -6.7469  0.02
H -33.6598 -19.4559 -6.3753  0.00
H -35.2784 -19.9657 -3.1881  0.00
H -36.1883 -20.3804 -4.6433  0.00
H -35.2170 -18.8816 -4.4550  0.00
C -26.3193 -16.8729 -14.0092  0.14
O -26.1408 -16.0109 -12.8815  -0.09
C -26.8874 -16.3344 -11.7454  -0.12
C -26.4286 -15.3425 -10.6729  0.02
O -26.8121 -13.9680 -10.9336  0.00
C -28.2025 -13.6153 -10.7288  0.04
H -25.7483 -17.7880 -13.8524  -0.01
H -25.9790 -16.3984 -14.9297  -0.01
H -27.3647 -17.1669 -14.1028  0.02
H -26.6892 -17.3694 -11.4665  0.07
H -27.9550 -16.2113 -11.9276  -0.02
H -25.3646 -15.5590 -10.5771  0.00
H -26.8535 -15.6242 -9.7094  0.00
H -28.8252 -14.1984 -11.4073  -0.02
H -28.3232 -12.5429 -10.8818  0.01
H -28.4506 -13.7237 -9.6730  0.00
C -29.0069 -20.6332 -8.1472  0.01
O -29.4967 -20.0994 -9.3494  -0.94
C -28.4441 -20.1076 -10.3309  -0.51
C -29.0882 -20.1587 -11.7153  -0.38
O -30.1651 -19.2491 -11.7683  -2.20
C -30.8288 -19.1786 -13.0861  0.46
H -28.5798 -21.6296 -8.2597  0.04
H -29.8189 -20.6747 -7.4212  -0.03
H -28.2445 -19.9280 -7.8162  -0.05
H -27.8032 -20.9871 -10.2696  -0.05
H -27.8282 -19.2083 -10.3448  -0.13
H -29.4319 -21.1466 -12.0219  0.74
H -28.4773 -19.7038 -12.4949  0.06
H -31.0542 -20.1939 -13.4126  0.43
H -30.1466 -18.6498 -13.7517  -0.40
H -31.7394 -18.6327 -12.8394  0.56
C -25.3029 -19.6415 -8.5074  0.04
O -25.0632 -18.4088 -7.7804  -0.01
C -26.2496 -17.6944 -7.4196  -0.01
C -25.8524 -16.5148 -6.5526  0.00
O -25.1801 -16.9870 -5.3998  0.00
C -24.7890 -16.1299 -4.3611  0.00
H -24.4682 -20.3081 -8.7245  -0.01
H -25.8020 -19.4332 -9.4537  0.00
H -26.0143 -20.2328 -7.9309  0.00
H -26.7677 -18.4367 -6.8125  0.00
H -26.8653 -17.3136 -8.2345  0.00
H -26.6883 -15.8647 -6.2941  0.00
H -25.2054 -15.8112 -7.0764  0.00
H -23.8994 -16.5254 -3.8711  0.00
H -25.4811 -15.9717 -3.5340  0.00
H -24.4451 -15.1546 -4.7055  0.00

Properties
Molecular weight, g mol⁻¹: 1016.2
E, eV: -121590.050
Spin multiplicity: 7
Charge: -1
<S²>: 12.004